No. 1
The following is a DFT calculation (wB97M-V/def2-TZVPD) of 4 unconnected molecules or ions with the total composition C3H12O4 in a non-equilibrium geometry.

net charge	-1
multiplicity	2
expectation value of S²	0.75
calculated total energy	-422.44705	hartree

Last column: natural (NBO) charge in e.
Atoms and positions in Å:
O (-0.8103, 0.3974, -1.3527)  -0.895
C (-0.8979, 0.7506, -0.0830)  0.054
C (-0.9843, -0.2742, 1.0273)  -0.498
C (0.2998, -0.3214, 1.8868)  -0.607
H (-1.0378, 1.8047, 0.1815)  0.082
H (-1.0975, -1.2554, 0.5839)  0.223
H (-1.8677, -0.0011, 1.6221)  0.170
H (1.1120, -0.7659, 1.3170)  0.196
H (0.1342, -0.9166, 2.8002)  0.163
H (0.6199, 0.6712, 2.1911)  0.207
H (0.7627, 0.0190, -1.7961)  0.518
H (1.9386, 0.2317, -2.7523)  0.446
O (1.7422, -0.1823, -1.9026)  -1.016
H (2.1034, 1.0681, -0.0931)  0.502
H (2.1878, 2.5321, 0.2528)  0.453
O (2.3161, 1.6636, 0.6459)  -0.966
H (-2.1249, -2.5003, -1.8771)  0.446
H (-2.0134, -1.0284, -1.4735)  0.512
O (-2.3828, -1.8930, -1.1783)  -0.990

Atoms 1-2, force components in eV/Å:
O 0.039 -0.064 -0.304
C 0.020 -0.396 -0.081

=====

No. 2
The following is a DFT calculation (wB97M-V/def2-TZVPD) of a molecular structure, C6H15N2 in a non-equilibrium geometry.

net charge	+1
calculated total energy	-346.66429	hartree

Last column: Löwdin charge in e.
Atoms and positions in Å:
C (-1.8572, 0.6246, -0.2000)  0.083
C (-1.4443, -0.5419, -1.0808)  -0.190
C (-0.1984, -1.2460, -0.5658)  -0.175
N (2.4992, 0.8113, 1.0503)  0.030
C (1.4006, 0.0032, 0.7865)  -0.194
C (0.9818, -0.3240, -0.4577)  -0.302
C (1.6191, 0.2551, -1.6982)  -0.018
N (-1.4098, -0.0971, 2.1724)  0.253
H (-1.2696, 1.5206, -0.4073)  0.132
H (-2.9049, 0.8933, -0.3328)  0.119
H (-2.2306, -1.2871, -1.2391)  0.126
H (-1.3282, -0.2231, -2.1304)  0.152
H (-0.3885, -1.5806, 0.4534)  0.098
H (0.0240, -2.1153, -1.1759)  0.132
H (3.1091, 0.4972, 1.7882)  0.086
H (2.4144, 1.8174, 1.0457)  0.089
H (0.9715, -0.4297, 1.6981)  0.096
H (0.8059, 0.4446, -2.3922)  0.068
H (2.1830, -0.5519, -2.1631)  0.097
H (2.1877, 1.1185, -1.3934)  0.073
H (-1.5644, 0.3425, 0.9522)  0.045
H (-2.0660, -0.7374, 2.6288)  0.099
H (-1.5345, 0.8059, 2.6610)  0.100

Atoms 1-2, force components in eV/Å:
C -1.227 0.120 -4.691
C -0.713 -0.936 0.980

=====

No. 3
The following is a DFT calculation (wB97M-V/def2-TZVPD) of a molecular structure, C43H38ClP2Tb in a non-equilibrium geometry.

net charge	+2
multiplicity	7
expectation value of S²	12.64
calculated total energy	-3628.08953	hartree

Last column: Löwdin charge in e.
Atoms and positions in Å:
C (-2.0334, -0.5176, -2.5870)  -0.105
C (-1.9845, 0.6638, -1.8263)  -0.363
C (-1.7835, 1.8878, -2.4844)  -0.084
C (-1.8143, 1.9666, -3.8707)  -0.065
C (-2.0429, 0.8119, -4.6200)  -0.070
C (-2.1283, -0.4329, -3.9741)  -0.097
P (-1.9270, 0.5758, -0.0061)  0.978
C (-2.4794, 2.2392, 0.5438)  -0.376
C (-1.5397, 3.2519, 0.8675)  -0.176
C (-2.0030, 4.4834, 1.3561)  -0.058
C (-3.3767, 4.7609, 1.3873)  -0.039
C (-4.3016, 3.7811, 0.9948)  -0.031
C (-3.8547, 2.5114, 0.6033)  -0.051
Tb (0.5388, 1.0601, 1.0071)  1.019
P (1.7039, -0.6890, -0.6813)  0.961
C (1.9092, 0.5487, -2.0373)  -0.363
C (1.7760, 0.1401, -3.3711)  -0.110
C (1.8017, 1.0847, -4.4014)  -0.069
C (1.9328, 2.4429, -4.0964)  -0.049
C (2.0381, 2.8616, -2.7691)  -0.060
C (2.0336, 1.9254, -1.7266)  -0.151
C (3.2766, -0.7100, 0.2552)  -0.375
C (3.3153, -1.4152, 1.4795)  -0.101
C (4.4459, -1.3359, 2.2882)  -0.060
C (5.5704, -0.6196, 1.8610)  -0.047
C (5.5358, 0.0833, 0.6508)  -0.052
C (4.3931, 0.0449, -0.1499)  -0.077
C (1.3518, -2.3463, -1.2835)  -0.372
C (0.2137, -3.0425, -0.8087)  -0.096
C (-0.0728, -4.3190, -1.3027)  -0.058
C (0.7933, -4.9126, -2.2378)  -0.045
C (1.9569, -4.2519, -2.6475)  -0.049
C (2.2436, -2.9753, -2.1627)  -0.088
C (-3.1795, -0.6845, 0.4484)  -0.355
C (-4.2735, -0.9470, -0.3923)  -0.091
C (-5.2219, -1.9086, -0.0266)  -0.047
C (-5.0720, -2.6295, 1.1623)  -0.047
C (-3.9655, -2.3969, 1.9886)  -0.060
C (-3.0214, -1.4353, 1.6352)  -0.091
H (2.4462, -2.0037, 1.7926)  0.103
H (4.4660, -1.8496, 3.2516)  0.117
H (6.4811, -0.6176, 2.4625)  0.120
H (6.4076, 0.6602, 0.3271)  0.121
H (4.3519, 0.6199, -1.0774)  0.107
H (1.6567, -0.9230, -3.5579)  0.054
H (1.7207, 0.7769, -5.4444)  0.113
H (1.9589, 3.1669, -4.9136)  0.123
H (2.1378, 3.9256, -2.5439)  0.120
H (2.1964, 2.2724, -0.6847)  0.079
H (-0.4317, -2.5669, -0.0597)  0.090
H (-0.9655, -4.8589, -0.9624)  0.118
H (0.5608, -5.9041, -2.6313)  0.119
H (2.6455, -4.7294, -3.3453)  0.120
H (3.1532, -2.4578, -2.4609)  0.119
H (-4.3751, -0.4204, -1.3433)  0.112
H (-6.0691, -2.0994, -0.6843)  0.119
H (-5.8025, -3.3867, 1.4462)  0.119
H (-3.8250, -2.9707, 2.9069)  0.117
H (-2.1487, -1.2750, 2.2727)  0.068
H (-0.4402, 3.1587, 0.6585)  0.039
H (-1.2766, 5.2338, 1.6957)  0.123
H (-3.7288, 5.7489, 1.6971)  0.124
H (-5.3742, 3.9987, 0.9901)  0.124
H (-4.5647, 1.7264, 0.3218)  0.113
H (-1.5997, 2.7827, -1.8957)  0.101
H (-1.6579, 2.9193, -4.3820)  0.120
H (-2.1099, 0.8973, -5.7063)  0.120
H (-2.2444, -1.3710, -4.5225)  0.115
H (-2.0069, -1.5018, -2.1089)  0.108
H (0.2689, -0.6368, -4.9896)  0.054
H (0.2527, -1.3972, -4.9485)  0.105
Cl (1.1565, 2.5521, 3.1230)  0.697
C (1.2178, 1.3492, 4.4578)  -0.505
C (1.7175, 1.7326, 5.6935)  -0.069
C (2.0189, 0.7234, 6.6326)  -0.038
C (1.7823, -0.6183, 6.3236)  -0.053
C (1.2391, -0.9934, 5.1000)  -0.012
C (0.8957, 0.0127, 4.1548)  -0.319
C (0.2321, -0.2978, 2.8770)  -0.259
H (1.8868, 2.7914, 5.9308)  0.126
H (2.4611, 0.9997, 7.5886)  0.122
H (2.0322, -1.3713, 7.0704)  0.121
H (1.0625, -2.0474, 4.8441)  0.129
H (-0.8243, 0.0647, 2.8941)  0.059
H (0.2833, -1.3715, 2.6841)  0.069

Atoms 1-2, force components in eV/Å:
C -0.165 0.233 -0.068
C 0.736 0.006 -0.388

=====

No. 4
The following is a DFT calculation (wB97M-V/def2-TZVPD) of 2 unconnected molecules or ions with the total composition C17H27N4O7P2S2 in a non-equilibrium geometry.

net charge	-1
calculated total energy	-2888.56500	hartree

Last column: natural (NBO) charge in e.
Atoms and positions in Å:
C (1.1134, 1.1255, 2.2584)  -0.621
C (1.5493, -0.1162, 1.4978)  -0.068
O (2.2490, 0.2432, 0.3095)  -0.544
C (1.7041, -0.3294, -0.8539)  -0.158
C (0.5289, 0.4707, -1.3209)  0.161
C (-0.7818, 0.1917, -1.3827)  0.438
O (-1.3905, -0.9206, -1.0075)  -0.458
C (-2.4427, -0.7289, -0.0176)  -0.094
C (-2.1696, -1.4835, 1.2810)  -0.253
N (-2.2389, -0.5597, 2.4214)  -0.627
C (-3.5844, -0.0288, 2.6602)  -0.253
C (-3.5382, 1.4879, 2.8062)  0.090
C (-4.6491, 2.0185, 3.7454)  -0.645
O (-3.7018, 2.1039, 1.5158)  -0.747
N (-1.3836, 1.3103, -1.9566)  -0.448
S (-3.0657, 1.4549, -2.3369)  0.285
C (-0.4755, 2.2672, -2.1968)  0.080
P (-0.7198, 3.9642, -2.8933)  1.305
N (-1.8995, 4.0756, -3.8994)  -1.303
N (0.6982, 1.7473, -1.7989)  -0.591
P (2.2205, 2.6011, -1.8606)  1.002
S (2.0466, 4.2189, -0.7990)  -0.562
H (0.6343, 0.7875, 3.1771)  0.210
H (1.9714, 1.7308, 2.5353)  0.214
H (0.3711, 1.6924, 1.6995)  0.188
H (2.2343, -0.6886, 2.1201)  0.213
H (0.6621, -0.7095, 1.2969)  0.164
H (2.4234, -0.3493, -1.6750)  0.269
H (1.3875, -1.3635, -0.7468)  0.259
H (-2.5351, 0.3240, 0.2276)  0.206
H (-3.3855, -1.0479, -0.4468)  0.197
H (-2.9575, -2.2347, 1.4018)  0.173
H (-1.2231, -2.0102, 1.2634)  0.238
H (-1.9795, -1.0800, 3.2498)  0.370
H (-4.2826, -0.2404, 1.8470)  0.199
H (-4.0389, -0.4195, 3.5668)  0.196
H (-2.5749, 1.8063, 3.1959)  0.178
H (-4.2428, 2.6521, 4.5268)  0.214
H (-5.3499, 2.6062, 3.1603)  0.222
H (-5.2229, 1.2038, 4.1762)  0.206
H (-3.2845, 2.9685, 1.5382)  0.471
H (-3.4182, 2.4526, -1.5035)  0.136
H (0.5198, 4.3025, -3.4649)  -0.021
H (-0.9586, 4.7684, -1.7671)  -0.029
H (-1.6102, 4.3547, -4.8269)  0.391
H (3.1572, 1.7496, -1.2645)  0.085
H (2.5122, 2.8573, -3.2088)  0.004
C (3.6261, -3.1727, -0.7991)  -0.522
C (3.5934, -3.2142, -2.1798)  0.386
C (4.2655, -4.4561, -2.8047)  0.420
O (4.2413, -4.6532, -4.0270)  -0.677
C (4.9258, -5.3687, -1.9220)  -0.562
C (4.9714, -5.3138, -0.5230)  0.390
C (4.2039, -4.1214, 0.1014)  0.436
O (4.0842, -3.9727, 1.3228)  -0.670
O (5.5463, -6.1086, 0.2414)  -0.691
O (3.0683, -2.3399, -2.9273)  -0.776
H (3.1629, -2.3222, -0.3025)  0.134
H (5.4329, -6.1832, -2.4301)  0.188

Atoms 1-2, force components in eV/Å:
C -0.032 -0.477 0.119
C 0.231 0.615 0.640

=====

No. 5
The following is a DFT calculation (wB97M-V/def2-TZVPD) of C5H8N2 in the gas phase.

net charge	0
calculated total energy	-304.67941	hartree

Last column: natural (NBO) charge in e.
Atoms and positions in Å:
C (-0.9550, 1.4613, -1.7143)  -0.672
C (-0.1685, 0.4237, -0.9422)  0.289
C (-0.2931, 0.4253, 0.5121)  -0.436
C (0.3027, -0.6381, 1.0791)  0.113
N (0.5403, -1.1704, 2.4006)  -0.696
C (0.9190, -1.8164, 0.7688)  -0.127
N (0.5700, -0.4855, -1.4748)  -0.679
H (-2.0222, 1.2129, -1.7108)  0.227
H (-0.8540, 2.4526, -1.2598)  0.220
H (-0.6233, 1.5249, -2.7548)  0.215
H (-0.8724, 1.1631, 1.0532)  0.219
H (1.1410, -0.6277, 3.0110)  0.393
H (-0.2310, -1.6088, 2.8867)  0.400
H (1.9993, -1.8758, 0.6368)  0.197
H (0.5472, -0.4411, -2.4915)  0.335

Atoms 1-2, force components in eV/Å:
C -0.007 0.027 -0.075
C -0.018 -0.015 -0.011

=====

No. 6
The following is a DFT calculation (wB97M-V/def2-TZVPD) of C7H8 in the gas phase in a non-equilibrium geometry.

structure (SMILES)	C[C@H]1C2=C=CC[C@@H]21
net charge	0
calculated total energy	-271.26420	hartree

Last column: natural (NBO) charge in e.
Atoms and positions in Å:
C (-2.2556, 0.6029, 0.0130)  -0.593
C (-0.8387, 0.2678, -0.3811)  -0.245
C (0.2207, 0.8595, 0.3890)  0.086
C (1.4986, 1.3057, 0.1751)  -0.081
C (2.4029, 0.3200, 0.0498)  -0.233
C (1.3176, -1.0665, -0.0415)  -0.402
C (-0.0755, -0.6380, 0.5621)  -0.260
H (-2.1384, 0.7805, 1.0926)  0.214
H (-2.7672, -0.2916, -0.2042)  0.212
H (-2.5487, 1.4810, -0.5443)  0.223
H (-0.5789, 0.2160, -1.3945)  0.202
H (3.4950, 0.3682, -0.2093)  0.220
H (1.0063, -1.0328, -1.1463)  0.213
H (1.7589, -1.9116, 0.3292)  0.205
H (-0.4969, -1.2612, 1.3104)  0.240

Atoms 1-2, force components in eV/Å:
C 1.999 0.150 0.459
C -0.254 1.036 0.768